(1)
155
Properties=species:S:1:pos:R:3:forces:R:3 method="wB97M-V/def2-TZVPD" de_lowest_kcal_mol=77.7 homo_ev=-9.29 smiles=COC[C@H](C)N.COC[C@H](C)N.COC[C@H](C)N.COC[C@H](C)N.COC[C@H](C)N.CC(C)O.CC(C)O.CC(C)O.CC(C)O.CC(C)O.OCCO
O 9.7604 -1.8531 3.3702 0.017 2.102 -1.704
O 0.9060 -0.6412 0.1897 0.361 1.095 -1.829
O 3.0459 -6.6664 2.4244 0.176 -0.262 -0.552
O -5.9181 -0.8523 -12.2603 0.583 0.096 -0.277
O 7.0451 5.5739 0.4454 -0.674 -0.778 0.449
O 2.8577 7.5004 3.3120 -0.467 0.280 -1.398
O 7.1897 7.0907 -2.8639 0.576 0.822 -0.287
O -4.3722 4.5465 -0.8454 0.927 -0.018 0.221
O 4.9001 0.8703 -6.8924 0.161 1.964 -0.596
O -3.1862 -4.3856 8.6121 -0.166 -0.805 -1.029
O -5.7122 0.8675 7.0435 -0.728 -0.850 1.477
O -6.7997 -4.4104 -0.0257 -0.668 -1.059 -0.051
N 10.7410 1.7236 3.7423 0.248 2.458 -1.098
N -7.4211 5.6781 -2.4743 -0.448 1.167 0.350
N -1.7697 -7.1598 6.5284 -0.199 -0.286 0.685
N -3.3139 -2.5047 -14.5293 -0.425 -0.023 0.450
N -1.8651 -0.8688 -0.5528 -0.061 0.927 0.257
C -5.5099 2.9562 5.8908 0.447 -1.416 -0.204
C 9.3948 0.5235 5.2506 0.224 -0.428 -0.560
C -1.3322 -1.6959 -2.7412 1.027 0.300 -1.775
C 2.8636 7.6068 4.7079 0.460 0.904 -0.208
C 6.0119 -0.9183 -5.8180 0.151 -0.125 -0.020
C -3.2031 5.0214 -0.1966 0.526 -0.204 0.564
C 2.0521 0.2370 0.2543 -0.299 0.065 0.880
C -5.2091 1.4186 5.8954 0.766 1.628 -1.153
C -8.2777 -2.7649 -0.7413 -0.255 1.522 -0.630
C 3.4201 -5.3193 2.1093 1.251 -0.489 0.675
C -4.6383 -1.9946 -14.1169 -0.559 0.279 0.511
C -5.8796 0.0848 -11.1778 -0.383 -0.515 -0.551
C 7.4055 6.4934 -0.5466 0.556 0.677 -0.042
C -3.6897 -4.2759 9.9090 -0.407 -0.201 0.323
C -8.5128 -3.8163 1.5692 -0.082 -0.265 -0.857
C -0.8337 -1.4694 -1.3524 -0.391 -1.379 0.619
C -8.1923 -4.0009 0.0869 1.422 0.496 0.329
C 10.8310 -2.5784 3.8913 0.293 0.350 0.400
C -4.6161 -1.1767 -12.7591 0.276 -0.410 -0.610
C 10.1023 -0.4682 2.9628 -1.943 -0.841 0.366
C -3.4357 -5.6806 5.8465 -0.830 1.267 0.022
C -6.2835 3.6621 -2.8916 2.357 -0.518 0.313
C -5.5771 -3.1968 -14.0144 0.109 0.216 0.199
C 10.4812 0.4038 4.1271 0.246 -1.110 2.329
C -6.5373 4.7375 -1.8620 0.893 -0.011 0.216
C 4.4039 -5.3814 0.9193 -0.004 0.377 0.175
C 3.6782 -1.1608 -6.7134 0.168 0.079 0.460
C 4.1078 -4.7179 3.3916 -0.527 -0.277 -1.167
C 4.7097 -0.2149 -6.0713 -0.941 -1.592 0.075
C 1.7104 8.4821 5.1686 -0.094 -0.566 -0.097
C -2.2651 -5.8229 6.8070 -1.323 0.480 -0.274
C 0.4662 -0.6999 -1.2160 0.538 -1.015 0.625
C -2.7114 -5.7214 8.2875 1.053 2.112 0.123
C -5.2208 5.5099 -1.4400 -0.750 -1.174 0.605
C 2.8950 6.2231 5.2618 -0.345 -0.200 1.318
C -3.7410 1.0166 5.7975 -0.131 0.816 0.127
C 6.8152 6.1303 -1.9225 -0.141 -0.794 0.235
H -3.2192 1.2721 6.7197 0.090 0.082 0.075
H -4.1386 -4.8982 6.1329 0.148 0.248 0.241
H -0.7595 -2.4918 -0.9819 0.841 -0.055 0.420
H -4.6070 -4.8457 10.0571 -0.302 -0.223 -0.218
H -4.0502 -6.5806 5.8277 0.077 -0.173 -0.225
H -5.2212 -3.8433 -13.2122 -0.330 0.014 0.230
H -8.1321 -4.7178 2.0493 -0.325 0.095 0.322
H 5.1488 -6.1771 0.9308 -0.247 -0.279 0.621
H 11.7478 -2.5117 3.3055 0.073 0.045 -0.367
H -7.8642 -2.8933 -1.7416 -0.114 -0.386 -0.032
H 7.1366 5.1337 -2.2250 0.663 -0.210 0.142
H 4.5025 -3.7093 3.2692 -0.286 0.132 -0.195
H -3.2528 1.5367 4.9734 0.125 -0.366 -0.120
H 11.0509 -2.1337 4.8619 0.284 -0.647 0.433
H 9.2979 -0.3742 5.8611 -0.396 -0.278 -0.502
H -5.4405 6.2825 -0.7032 -0.353 0.159 0.022
H 1.8203 8.6249 6.2436 -0.158 0.137 0.006
H 3.9247 -1.4257 -7.7416 0.441 0.086 -0.117
H 3.6832 -2.0964 -6.1543 -0.528 0.006 0.031
H 2.4345 0.2103 1.2747 0.070 -0.455 -0.052
H -1.8180 -5.7850 8.9087 0.320 -0.682 0.111
H 4.3494 0.1555 -5.1116 -0.363 0.143 -0.074
H 10.7380 -0.3554 2.0846 0.927 -0.682 0.284
H 11.3927 0.0092 4.5761 0.144 -0.595 0.293
H -2.6732 -7.5878 6.3848 0.286 -1.168 -0.408
H 9.5708 1.2911 6.0043 0.701 0.305 -0.276
H -4.7126 5.9927 -2.2748 -0.110 -0.018 -0.470
H 3.9231 -5.4724 -0.0547 -0.260 0.149 0.116
H -5.6377 0.9382 5.0158 -0.655 0.260 -0.288
H 11.4868 1.8339 3.0702 0.090 -0.218 -0.211
H -2.0553 -0.0285 -1.0799 -0.790 0.515 -0.005
H 5.7347 5.9918 -1.9604 -0.341 0.442 0.844
H -3.1039 -5.3933 4.8488 0.038 -0.455 -0.081
H 3.6377 7.0036 3.0543 0.030 -0.046 -0.141
H -5.0520 3.4538 6.7457 0.219 -0.102 -0.046
H -8.1628 5.1321 -2.8888 -0.254 0.331 -0.258
H 0.7565 7.9945 4.9678 -0.105 -0.016 0.041
H 4.9703 -5.3402 3.6303 -0.199 -0.198 0.193
H -8.8323 -4.7745 -0.3373 0.371 -0.310 0.014
H -1.9526 -2.5817 -2.8779 -0.143 0.228 0.335
H 2.8568 0.0310 -0.4514 -0.084 -0.644 -0.093
H -5.0386 -1.3539 -14.9026 -0.166 0.411 0.062
H -1.5404 -5.0760 6.4831 0.212 0.163 0.775
H 2.6985 -0.6873 -6.7773 -0.084 -0.168 0.317
H -2.7021 -1.8057 -14.9258 -0.052 0.398 0.164
H -6.5983 -2.8428 -13.8729 0.059 -0.183 0.388
H -7.6658 -1.9754 -0.3050 0.197 0.054 0.297
H 10.5291 -3.6249 3.9347 0.014 0.114 0.286
H -4.0343 -0.2670 -12.9078 -0.037 0.377 -0.239
H -5.1143 0.1367 7.2170 -0.371 -0.310 0.562
H 8.4929 6.5626 -0.5171 0.257 -0.232 -0.988
H -3.7407 -0.0678 5.6869 0.406 -0.036 -0.281
H 7.1593 7.5004 -0.2099 -0.761 0.184 -0.343
H 5.8614 -1.9253 -5.4289 0.103 0.021 0.066
H 2.7237 6.2720 6.3372 0.107 -0.178 0.203
H 2.0731 5.6400 4.8463 0.106 -0.060 -0.159
H -2.4296 5.5315 -0.7707 -0.405 0.153 -0.974
H -6.9905 4.2869 -0.9791 0.039 0.248 0.247
H -6.9106 0.3883 -10.9958 0.042 0.003 -0.076
H 6.6947 6.9798 -3.6790 -0.027 -0.093 0.086
H -3.0035 -4.6648 10.6613 0.398 0.205 0.133
H 3.3601 -4.7229 4.1847 0.250 -0.002 0.230
H -5.5951 -3.8214 -14.9075 0.213 0.194 -0.280
H -5.5216 4.0747 -3.5529 -0.178 0.159 -0.638
H -1.3235 -0.4983 0.2150 -0.401 0.034 0.950
H -6.5822 3.1386 5.9614 0.015 -0.095 -0.216
H -8.0045 -2.9442 1.9805 -0.016 0.029 -0.016
H -3.4032 -6.5035 8.6004 -0.368 -0.039 -0.292
H -3.9482 -3.2355 10.1065 0.304 0.006 -0.045
H -4.0412 -1.7230 -12.0113 -0.071 -0.477 0.141
H -9.2490 -2.2858 -0.8644 -0.327 -0.368 0.159
H -7.1233 3.3108 -3.4912 -0.118 0.039 0.428
H -0.4570 -1.8420 -3.3743 0.195 -0.401 -0.203
H 11.0345 2.2415 4.5582 -0.095 0.233 -0.016
H -6.2182 -3.6538 0.0790 -0.186 0.239 0.054
H -5.5067 -0.3669 -10.2586 0.253 -0.104 0.027
H 0.3337 0.2978 -1.6346 0.112 0.287 0.070
H 1.8464 1.2980 0.1132 -0.753 0.105 -0.309
H -3.3510 5.6826 0.6573 -0.788 0.191 0.076
H -1.7857 -0.8381 -3.2377 -0.442 0.221 0.397
H 3.8522 5.7243 5.1102 -0.051 -0.032 -0.202
H 1.2461 -1.2400 -1.7529 0.207 0.168 -0.279
H -5.1006 3.3344 4.9540 -0.178 0.376 0.063
H 8.4818 0.8563 4.7569 -0.304 -0.484 0.124
H 2.5339 -4.7614 1.8067 0.002 0.250 0.113
H -9.5930 -3.7063 1.6643 0.000 -0.041 0.410
H 3.7588 8.1839 4.9394 0.391 -0.174 0.587
H -5.7013 2.8598 -2.4383 -0.440 -0.548 0.008
H -3.5488 -3.1070 -15.3053 0.354 -0.335 -0.110
H 4.9949 -4.4660 0.9456 -0.112 0.203 -0.265
H -2.6511 4.1826 0.2275 -0.406 -0.406 -0.131
H 9.1920 -0.0316 2.5520 -0.526 -0.317 0.213
H 2.3577 -6.7294 3.0908 -0.055 0.405 0.056
H -6.8460 6.0447 -3.2193 -0.484 0.440 -0.575
H 1.7106 9.4469 4.6614 0.135 -0.057 0.035
H -5.2915 0.9662 -11.4334 0.133 0.059 -0.028
H 7.8319 5.2834 0.9124 -0.118 -0.026 -0.079
H -1.5090 -7.5375 7.4281 0.764 -0.431 0.146
H 6.4899 -0.9704 -6.7962 0.503 -0.208 0.171
H 5.0255 0.5707 -7.7958 0.048 -0.067 -0.071
H 6.5887 -0.3291 -5.1051 0.336 -0.138 -0.233

---

(2)
51
Properties=species:S:1:pos:R:3:forces:R:3 method="wB97M-V/def2-TZVPD" de_lowest_kcal_mol=37.3 homo_ev=-8.33 smiles="CCOC(=O)c1c(C)[nH]c(C)c1S(=O)(=O)N1CCN(C(=O)c2ccco2)CC1"
S -1.0513 2.0244 -0.8340 -0.196 0.129 -0.387
O 0.7689 1.1904 1.9550 0.142 0.124 0.040
O 2.7527 1.7305 1.0539 0.186 0.023 -0.255
O 0.1938 -2.2384 1.5904 -0.319 0.233 0.236
O -1.7438 -2.5038 -1.4033 0.222 -0.205 -0.005
O -1.4774 2.4413 -2.1413 -0.101 -0.246 0.016
O -0.4378 2.9915 0.0245 0.068 -0.263 0.239
N -2.4274 1.4908 -0.0659 0.869 0.448 -0.504
N 1.4164 -0.7651 -2.0550 -0.112 0.165 -0.044
N -2.1943 -1.1132 0.3075 -0.213 0.041 -0.106
C 2.0714 -0.3974 -0.9161 0.047 0.309 0.570
C 3.3995 -0.9594 -0.5606 -0.013 0.003 -0.123
C -3.3615 0.7063 -0.8400 -0.280 -0.215 -0.333
C 0.1101 0.7021 -1.0641 -0.326 0.506 0.031
C 1.3088 -2.9335 1.8341 0.599 -0.519 -0.231
C 1.6516 -3.6976 0.7581 -0.067 0.223 0.504
C -3.4504 -0.7298 -0.2995 -0.135 -0.060 -0.173
C -1.4254 -2.0326 -0.3152 -0.392 0.158 0.062
C 1.5370 1.1814 1.0227 0.063 -0.315 0.170
C 0.6670 -3.4455 -0.2177 -0.641 0.547 0.208
C 3.6116 1.4825 3.3260 -0.175 0.108 -0.354
C 1.2765 0.5197 -0.2665 0.241 -0.303 -0.165
C 0.2392 -0.0920 -2.1785 -0.386 0.065 -0.138
C -1.8591 -0.3470 1.4871 0.215 0.125 0.442
C -2.3229 1.1168 1.3173 0.213 -0.089 0.486
C -0.2066 -2.5391 0.3350 0.681 -0.855 -0.807
C 3.1094 2.4316 2.2463 0.017 0.123 0.564
C -0.6596 -0.2838 -3.3399 -0.090 -0.074 -0.104
H -3.6702 -1.4351 -1.1017 -0.082 0.134 0.142
H 0.5846 -3.8717 -1.1959 -0.106 -0.054 -0.212
H 3.8908 3.1295 1.9397 -0.132 -0.060 0.013
H -0.7836 -0.3469 1.6429 -0.276 0.030 -0.018
H -4.2289 -0.7981 0.4675 0.006 -0.021 -0.040
H 3.7028 -0.5944 0.4151 0.068 -0.027 0.054
H -1.2366 0.6236 -3.4971 0.012 -0.030 -0.112
H 1.7514 -1.4494 -2.7145 -0.067 0.061 0.058
H 2.4887 -4.3608 0.6794 0.196 -0.113 0.058
H 2.8173 0.7996 3.6169 -0.031 -0.043 0.061
H 2.2339 2.9832 2.6024 0.169 -0.009 -0.091
H -2.3400 -0.7913 2.3679 0.069 0.069 0.015
H 4.1471 -0.6490 -1.2906 0.115 0.023 -0.004
H 1.7630 -2.8080 2.7973 -0.028 0.094 0.163
H 4.4601 0.9077 2.9610 0.102 -0.039 0.007
H 3.3690 -2.0483 -0.5408 0.040 -0.023 0.043
H -1.5899 1.7828 1.7721 -0.155 -0.102 0.218
H -1.3362 -1.1191 -3.1496 -0.004 0.014 -0.034
H -3.2978 1.2804 1.7874 0.064 0.037 -0.048
H -4.3493 1.1811 -0.7994 0.077 -0.056 -0.085
H -3.0144 0.7282 -1.8719 -0.230 -0.141 -0.024
H -0.0824 -0.5051 -4.2354 0.017 0.027 -0.124
H 3.9202 2.0532 4.1971 0.060 0.043 0.118

---

Gap between HOMO and LUMO? In order: 0.351, 0.328 hartree.